Model i:
The following is a DFT calculation (ωB97M-V with the def2-TZVPD basis set) of 2 unconnected molecules or ions with the total composition C2H7S3.

Output
Gap between HOMO and LUMO (eV): 5.95
E_HOMO (eV): -2.42

ORCA input file:
```
! RIJCOSX wB97M-V def2-TZVPD def2/J DEFGRID3
* xyz -1 1
C 2.03239 0.81990 -0.38267
S 1.99703 0.39454 1.37428
H 1.69246 1.84079 -0.52586
H 1.41542 0.14136 -0.96099
H 3.07822 0.77212 -0.68305
C -1.85612 -1.24560 -0.38661
S -2.03791 -0.51333 1.27146
S -1.50099 1.46860 0.94416
H -0.81818 -1.52930 -0.57329
H -2.49117 -2.13158 -0.44535
H -2.15734 -0.49654 -1.11577
H 0.64619 0.47906 1.48369
*
```

Atom charges from the Mulliken analysis, given in e for atoms 1 to 8:
1. C -0.68
2. S -0.23
3. H 0.26
4. H 0.20
5. H 0.28
6. C -0.74
7. S -0.20
8. S -0.66



Model ii:
The following is a DFT calculation (ωB97M-V with the def2-TZVPD basis set) of a molecular structure, C2H7S3.

Output
Gap between HOMO and LUMO (eV): 6.48
E_HOMO (eV): -2.86

ORCA input file:
```
! RIJCOSX wB97M-V def2-TZVPD def2/J DEFGRID3
* xyz -1 1
C -0.69282 -0.62678 0.99427
C 0.85558 -0.63480 1.11806
S 1.62045 -0.86272 -0.51716
S 1.73579 1.05426 -1.24211
H -1.07582 -1.61681 0.66743
H -0.89094 0.15367 0.24455
H -1.12321 -0.40726 1.96344
H 1.34625 -1.31106 1.90203
H 1.20067 0.38782 1.52077
H -0.02290 1.23821 -1.59634
S -1.50171 1.34074 -1.86093
H -1.45134 1.28473 -3.19402
*
```

Atom charges from the Mulliken analysis, given in e for atoms 1 to 8:
1. C -0.33
2. C -0.55
3. S -0.15
4. S -0.54
5. H 0.23
6. H -0.22
7. H 0.31
8. H 0.30



Q: Which of them is the most stable? A: model i.